i) 47
Properties=species:S:1:pos:R:3 method="wB97M-V/def2-TZVPD" orbital_gap_ev="6.96 / 5.65" e_lumo_ev="-3.43 / -5.88" spin_multiplicity=3 s2=2.01 total_charge=+1 homo_ev="-10.39 / -11.53"
Ti 0.159 0.310 -0.289
P 1.886 1.050 1.166
C 3.212 -0.210 0.829
C 2.635 -1.412 0.135
N 1.406 -1.432 -0.481
C 0.942 -2.650 -0.969
C 1.759 -3.754 -1.044
C 3.078 -3.640 -0.674
C 3.512 -2.469 -0.049
C -0.528 -2.872 -1.331
P -1.251 -1.323 -1.920
H 4.554 -2.337 0.273
H 1.404 -4.690 -1.480
H 3.802 -4.440 -0.864
H -0.598 -3.611 -2.131
H -1.086 -3.251 -0.466
H 3.995 0.248 0.252
H 3.682 -0.510 1.797
H 4.508 0.272 -4.585
O 4.700 1.233 -4.621
H 4.221 1.546 -3.848
H 0.142 1.792 0.777
O 0.348 1.117 -1.934
H -0.033 1.791 -2.563
C -0.945 -1.308 -3.713
H -1.195 -2.284 -4.153
H -1.586 -0.513 -4.133
H 0.110 -1.054 -3.906
C -3.030 -1.633 -1.729
H -3.545 -0.712 -2.045
H -3.314 -2.480 -2.371
H -3.256 -1.843 -0.673
C 1.710 1.132 2.976
H 2.678 1.293 3.447
H 1.021 1.956 3.228
H 1.256 0.215 3.345
C 2.872 2.520 0.813
H 2.413 3.399 1.270
H 3.875 2.371 1.220
H 2.948 2.682 -0.266
C -2.873 0.790 2.090
C -1.609 -0.032 2.043
O -0.972 -0.231 3.064
O -1.258 -0.540 0.834
H -3.277 0.775 3.112
H -3.592 0.390 1.376
H -2.599 1.788 1.746


ii) 47
Properties=species:S:1:pos:R:3 method="wB97M-V/def2-TZVPD" orbital_gap_ev="5.62 / 9.09" e_lumo_ev="-2.87 / -2.87" spin_multiplicity=3 s2=2.01 total_charge=+1 homo_ev="-8.49 / -11.95"
Ti -0.579 0.834 0.594
P 2.997 0.046 0.564
C 2.078 -1.342 -0.286
C 0.650 -1.741 -0.645
N -0.499 -1.062 -0.389
C -1.677 -1.560 -0.873
C -1.759 -2.807 -1.461
C -0.599 -3.537 -1.674
C 0.597 -2.978 -1.265
C -2.947 -0.736 -0.777
P -2.578 1.072 -0.618
H 1.540 -3.508 -1.361
H -2.739 -3.181 -1.753
H -0.626 -4.517 -2.127
H -3.563 -0.879 -1.687
H -3.560 -1.082 0.080
H 2.647 -1.350 -1.200
H 2.440 -2.201 0.318
H 1.682 0.369 -5.402
O 2.109 1.217 -5.463
H 2.919 1.100 -4.947
H 2.763 1.392 0.137
O 0.765 1.921 -0.091
H 0.760 2.600 -0.789
C -2.756 1.645 -2.325
H -3.677 1.244 -2.769
H -2.783 2.743 -2.306
H -1.893 1.313 -2.919
C -3.935 1.758 0.350
H -3.742 2.835 0.445
H -4.894 1.587 -0.153
H -3.946 1.302 1.349
C 2.764 -0.322 2.315
H 3.179 -1.298 2.584
H 3.285 0.447 2.892
H 1.708 -0.332 2.611
C 4.729 -0.248 0.111
H 5.413 0.196 0.844
H 4.949 -1.318 0.038
H 4.910 0.196 -0.878
C -0.977 1.808 4.677
C -0.722 0.935 3.479
O -0.380 -0.251 3.554
O -0.910 1.576 2.333
H -0.866 1.229 5.593
H -1.986 2.223 4.616
H -0.291 2.660 4.677


Relative calculated energies, zero for the most stable structure, unit hartree: i) 0.0313; ii) 0.0000.


i) 21
Properties=species:S:1:pos:R:3 method="wB97M-V/def2-TZVPD" orbital_gap_ev=8.81 e_lumo_ev=-4.70 total_charge=+1 homo_ev=-13.51
C -0.156 -2.157 -0.109
C -1.527 -1.630 0.431
O -1.735 -0.225 0.258
C -0.997 0.542 1.183
C -0.160 1.666 0.432
C 0.194 1.300 -1.047
N 1.562 0.751 -1.269
C 2.359 1.051 -0.281
S 1.570 1.976 1.051
H -0.142 -2.301 -1.219
H 0.730 -1.568 0.218
H -0.020 -3.186 0.313
H -2.322 -2.137 -0.167
H -1.638 -1.916 1.501
H -0.299 -0.039 1.825
H -1.712 1.086 1.848
H -0.643 2.666 0.510
H 0.268 2.297 -1.569
H -0.579 0.800 -1.671
H 1.816 0.213 -2.093
H 3.432 0.811 -0.146


ii) 21
Properties=species:S:1:pos:R:3 method="wB97M-V/def2-TZVPD" orbital_gap_ev=10.03 e_lumo_ev=-3.30 total_charge=+1 homo_ev=-13.34
O -2.701 -2.460 -2.412
C -2.440 -1.870 -1.451
C -1.817 -1.272 -0.464
C -2.112 0.296 -0.211
C -1.229 1.004 0.835
C 0.273 1.079 0.396
N 0.772 -0.414 -0.011
C 1.868 -0.518 -1.005
S 3.471 0.243 -0.266
H -1.662 -1.808 0.508
H -1.860 0.878 -1.196
H -3.187 0.386 0.041
H -1.575 2.050 0.637
H -1.328 0.680 1.819
H 0.588 1.580 -0.583
H 1.023 1.344 1.136
H 0.993 -0.840 0.889
H -0.235 -0.885 -0.345
H 2.087 -1.484 -1.232
H 1.587 0.073 -1.808
H 3.874 -0.696 0.564


Relative calculated energies, zero for the most stable structure, unit hartree: i) 0.0000; ii) 0.0417.


i) 19
Properties=species:S:1:pos:R:3 method="wB97M-V/def2-TZVPD" orbital_gap_ev=9.63 e_lumo_ev=-9.77 total_charge=+2 homo_ev=-19.39
C -2.032 0.123 0.479
C -1.622 1.318 0.301
C -1.325 -1.088 -0.030
C 1.431 1.150 -0.175
C 1.345 -1.020 0.313
N 1.605 0.201 0.858
N 0.146 0.698 -0.832
N -0.018 -0.685 -0.655
H -2.966 -0.066 1.019
H -1.594 2.382 0.368
H -1.146 -1.790 0.795
H -1.970 -1.594 -0.758
H 1.345 2.178 0.179
H 2.245 1.084 -0.912
H 2.078 -1.322 -0.440
H 1.139 -1.825 1.013
H 1.242 0.420 1.779
H 0.005 1.061 -1.774
H 0.091 -1.224 -1.527


ii) 19
Properties=species:S:1:pos:R:3 method="wB97M-V/def2-TZVPD" orbital_gap_ev=12.00 e_lumo_ev=-7.93 total_charge=+2 homo_ev=-19.93
C 1.248 -0.068 1.695
C 1.698 -0.431 0.535
N 0.932 0.181 -0.557
C 0.100 -0.950 -1.408
N -0.989 -1.126 -0.643
C -1.559 0.150 -0.395
N -0.143 0.910 0.054
C 0.002 0.918 1.542
H 1.670 -0.410 2.603
H 2.602 -1.012 0.043
H 1.531 0.833 -1.243
H 0.587 -2.066 -1.427
H -0.090 -0.393 -2.312
H -0.832 -1.691 0.125
H -1.772 0.600 -1.360
H -2.322 0.493 0.369
H -0.201 1.814 -0.380
H -0.925 0.444 1.939
H 0.131 1.901 2.006


Relative calculated energies, zero for the most stable structure, unit hartree: i) 0.0069; ii) 0.0000.


i) 12
Properties=species:S:1:pos:R:3 method="wB97M-V/def2-TZVPD" orbital_gap_ev=9.74 e_lumo_ev=-4.94 total_charge=+1 homo_ev=-14.68
C 0.481 0.178 -3.017
C -2.251 -0.041 1.964
C 1.912 0.856 0.344
N -0.346 0.376 0.558
N 0.285 0.147 -1.874
N -1.269 -0.020 1.226
N 0.822 0.256 0.402
H 0.413 0.382 -4.000
H -2.717 0.838 2.491
H -2.911 -0.919 2.055
H 2.823 0.347 -0.009
H 1.872 1.891 0.478


ii) 12
Properties=species:S:1:pos:R:3 method="wB97M-V/def2-TZVPD" orbital_gap_ev=8.39 e_lumo_ev=-4.87 total_charge=+1 homo_ev=-13.26
C -0.762 -1.386 -0.601
C -1.551 -0.494 -1.243
C 1.958 0.351 1.078
N 0.136 -1.754 0.036
N 0.022 1.184 -0.173
N 0.717 0.565 0.428
N -2.375 -0.490 -2.206
H 2.792 0.515 0.302
H 1.868 -0.565 1.581
H 1.919 1.145 1.903
H -2.827 -1.403 -2.518
H -2.831 0.389 -2.698


iii) 12
Properties=species:S:1:pos:R:3 method="wB97M-V/def2-TZVPD" orbital_gap_ev=10.17 e_lumo_ev=-4.75 total_charge=+1 homo_ev=-14.92
C 1.398 0.208 0.572
C 0.922 -1.770 -0.842
C -0.552 1.653 0.733
N -2.397 0.319 -0.387
N 0.417 0.883 1.029
N 1.116 -0.941 0.081
N -2.784 -0.394 -1.156
H 2.361 0.449 0.988
H 0.724 -2.825 -0.474
H 0.781 -1.608 -1.897
H -0.767 2.081 -0.218
H -1.219 1.944 1.571


Relative calculated energies, zero for the most stable structure, unit hartree: i) 0.1615; ii) 0.0962; iii) 0.0000.


i) 12
Properties=species:S:1:pos:R:3 method="wB97M-V/def2-TZVPD" orbital_gap_ev="5.79 / 8.43" e_lumo_ev="-2.38 / -1.33" homo_ev="-8.17 / -9.75"
C 0.989 -1.005 -0.514
C 0.640 -0.548 0.913
C 1.160 0.357 -0.908
N 0.894 0.780 0.389
O 1.126 -2.089 -1.078
O -1.593 1.532 -0.399
S -2.263 0.308 -0.894
Cl -3.546 -0.192 0.831
H -0.375 -0.611 1.224
H 1.396 -0.762 1.681
H 1.469 0.790 -1.770
H 0.104 1.441 0.527


ii) 12
Properties=species:S:1:pos:R:3 method="wB97M-V/def2-TZVPD" orbital_gap_ev=11.66 e_lumo_ev=0.32 homo_ev=-11.34
C 1.617 -0.189 -0.077
S -0.083 -0.972 -0.088
O -0.146 -2.101 0.746
O -0.503 -1.127 -1.441
C -1.085 0.375 0.576
Cl -2.778 -0.204 0.650
C -0.910 1.535 -0.474
N -0.643 2.411 -1.160
H 1.642 -0.021 -1.136
H 1.421 0.697 0.439
H 2.248 -0.937 0.376
H -0.780 0.533 1.589


Relative calculated energies, zero for the most stable structure, unit hartree: i) 0.0561; ii) 0.0000.


i) 9
Properties=species:S:1:pos:R:3 method="wB97M-V/def2-TZVPD" orbital_gap_ev=9.97 e_lumo_ev=0.90 homo_ev=-9.07
C 1.614 -0.184 -0.021
N 0.812 0.759 0.188
C -0.517 0.712 -0.147
C -1.320 -0.297 0.172
F -2.644 -0.233 -0.057
H 2.629 -0.072 0.329
H 1.369 -1.101 -0.563
H -0.905 1.614 -0.597
H -1.038 -1.198 0.696


ii) 9
Properties=species:S:1:pos:R:3 method="wB97M-V/def2-TZVPD" orbital_gap_ev=10.90 e_lumo_ev=0.79 homo_ev=-10.11
H -1.054 2.687 -1.749
H -0.953 1.944 -1.782
C -0.878 -0.585 0.528
C -2.073 -0.603 0.430
F -3.329 -0.375 0.674
H 0.202 -0.610 0.191
C 2.740 -0.870 0.596
N 1.741 -1.214 1.041
H 3.604 -0.375 0.071


Relative calculated energies, zero for the most stable structure, unit hartree: i) 0.0000; ii) 0.1310.


i) 50
Properties=species:S:1:pos:R:3 method="wB97M-V/def2-TZVPD" orbital_gap_ev=9.11 e_lumo_ev=-0.10 homo_ev=-9.20
C 2.934 -0.077 1.680
N 2.519 0.970 0.755
C 1.401 1.785 1.214
C 0.050 1.113 0.996
C -1.105 1.960 1.552
C -2.049 1.166 2.448
N -2.642 0.025 1.767
C -2.225 -1.247 1.986
O -1.338 -1.559 2.756
C -2.971 -2.274 1.204
C -4.189 -2.267 0.617
C -4.347 -3.578 0.051
N -5.358 -4.121 -0.640
C -5.168 -5.360 -1.011
Cl -6.451 -6.111 -1.919
C -4.023 -6.132 -0.750
C -2.983 -5.574 -0.036
C -3.178 -4.264 0.363
O -2.336 -3.475 1.073
C 3.284 1.160 -0.346
O 4.305 0.513 -0.534
C 2.907 2.252 -1.376
C 3.510 3.577 -0.901
O 1.487 2.344 -1.472
C 3.493 1.816 -2.725
C 3.488 2.884 -3.782
F 3.871 2.355 -4.975
F 2.209 3.385 -3.973
H 3.463 -0.855 1.140
H 3.598 0.325 2.451
H 2.053 -0.500 2.160
H 1.555 1.964 2.283
H 1.407 2.749 0.716
H -0.068 0.942 -0.073
H 0.052 0.135 1.482
H -0.711 2.789 2.149
H -1.670 2.420 0.738
H -1.509 0.764 3.304
H -2.852 1.804 2.824
H -3.279 0.191 1.007
H -4.906 -1.464 0.603
H -3.976 -7.149 -1.109
H -2.081 -6.124 0.195
H 4.599 3.521 -0.909
H 3.188 4.394 -1.550
H 3.189 3.813 0.113
H 1.281 2.820 -2.285
H 4.521 1.490 -2.579
H 2.925 0.963 -3.101
H 4.128 3.743 -3.579


ii) 50
Properties=species:S:1:pos:R:3 method="wB97M-V/def2-TZVPD" orbital_gap_ev=9.10 e_lumo_ev=0.01 homo_ev=-9.09
C 4.573 0.302 -1.449
N 3.323 0.369 -0.706
C 3.129 -0.656 0.311
C 2.509 -1.943 -0.219
C 2.179 -2.922 0.916
C 0.850 -3.630 0.696
N -0.210 -2.636 0.780
C -1.483 -2.903 0.407
O -1.875 -3.988 0.030
C -2.377 -1.711 0.507
C -2.268 -0.572 1.228
C -3.398 0.227 0.851
N -3.750 1.467 1.213
C -4.831 1.924 0.632
Cl -5.320 3.539 1.058
C -5.616 1.230 -0.302
C -5.247 -0.046 -0.679
C -4.104 -0.534 -0.075
O -3.490 -1.724 -0.284
C 2.570 1.485 -0.883
O 2.951 2.401 -1.597
C 1.195 1.636 -0.183
C 1.409 2.269 1.189
O 0.531 0.385 0.018
C 0.346 2.561 -1.072
C -1.130 2.501 -0.770
F -1.764 3.554 -1.352
F -1.663 1.363 -1.356
H 4.441 0.737 -2.435
H 5.369 0.851 -0.939
H 4.867 -0.742 -1.547
H 4.105 -0.861 0.762
H 2.498 -0.267 1.105
H 1.603 -1.675 -0.762
H 3.177 -2.414 -0.944
H 2.969 -3.666 1.029
H 2.126 -2.387 1.871
H 0.817 -4.116 -0.283
H 0.685 -4.405 1.446
H 0.060 -1.669 0.886
H -1.493 -0.319 1.931
H -6.489 1.708 -0.718
H -5.810 -0.617 -1.405
H 1.990 3.185 1.086
H 0.448 2.507 1.647
H 1.942 1.594 1.858
H -0.094 0.239 -0.704
H 0.687 3.587 -0.953
H 0.473 2.309 -2.126
H -1.414 2.474 0.283


Relative calculated energies, zero for the most stable structure, unit hartree: i) 0.0067; ii) 0.0000.


i) 21
Properties=species:S:1:pos:R:3 method="wB97M-V/def2-TZVPD" orbital_gap_ev=9.46 e_lumo_ev=0.65 homo_ev=-8.81
C 0.146 -0.389 2.891
C 0.812 -1.487 2.058
N 1.114 -1.160 0.765
O 1.152 -2.524 2.587
H 0.579 0.577 2.572
H 0.403 -0.526 3.930
H -0.859 -0.320 2.498
H 1.827 -1.660 0.274
H 0.622 -0.385 0.355
C -1.266 -0.764 -1.829
C -0.471 0.334 -2.509
S 0.114 1.787 -1.631
C -1.192 2.076 -0.279
H -2.066 -1.036 -2.518
H -1.517 -0.587 -0.782
H -0.703 -1.707 -1.732
H 0.518 -0.063 -2.824
H -0.874 0.684 -3.465
H -0.664 1.934 0.655
H -1.598 3.088 -0.321
H -2.051 1.460 -0.549


ii) 21
Properties=species:S:1:pos:R:3 method="wB97M-V/def2-TZVPD" orbital_gap_ev=4.65 e_lumo_ev=-3.47 homo_ev=-8.11
C -1.009 -0.987 1.067
C -1.952 0.139 0.549
O -1.327 0.975 -0.297
C -0.161 -1.622 -0.093
N -0.014 -0.796 -1.306
C 1.271 -0.329 -1.567
C 1.735 0.838 -0.571
S 2.279 0.339 0.973
H -1.645 -1.545 1.751
H -0.334 -0.345 1.616
H -2.790 -0.351 0.089
H -2.301 0.639 1.446
H 0.021 2.477 1.414
H 0.831 -1.654 0.376
H -0.477 -2.593 -0.429
H -0.725 0.064 -1.218
H 1.917 -1.210 -1.482
H 1.261 0.042 -2.600
H 0.867 1.518 -0.560
H 2.510 1.408 -1.093
H 0.043 2.993 1.934


Relative calculated energies, zero for the most stable structure, unit hartree: i) 0.0000; ii) 0.2305.